(1)
{
  "formula": "C45H115F2N6O25S2",
  "method": "ωB97M-V/def2-TZVPD",
  "symbols": ["N", "S", "O", "O", "F", "S", "O", "O", "F", "C", "O", "C", "C", "N", "C", "C", "O", "C", "H", "H", "H", "H", "H", "H", "H", "H", "H", "H", "H", "H", "H", "H", "H", "C", "O", "C", "C", "N", "C", "C", "O", "C", "H", "H", "H", "H", "H", "H", "H", "H", "H", "H", "H", "H", "H", "H", "H", "C", "O", "C", "C", "N", "C", "C", "O", "C", "H", "H", "H", "H", "H", "H", "H", "H", "H", "H", "H", "H", "H", "H", "H", "C", "O", "C", "C", "N", "C", "C", "O", "C", "H", "H", "H", "H", "H", "H", "H", "H", "H", "H", "H", "H", "H", "H", "H", "C", "C", "C", "C", "C", "C", "N", "O", "C", "C", "C", "H", "H", "H", "H", "H", "H", "H", "H", "H", "H", "H", "H", "H", "H", "H", "H", "H", "H", "H", "C", "C", "O", "O", "H", "H", "H", "H", "H", "H", "C", "C", "O", "O", "H", "H", "H", "H", "H", "H", "C", "C", "O", "O", "H", "H", "H", "H", "H", "H", "C", "C", "O", "O", "H", "H", "H", "H", "H", "H", "C", "C", "O", "O", "H", "H", "H", "H", "H", "H", "C", "C", "O", "O", "H", "H", "H", "H", "H", "H"],
  "coordinates": [[-0.73916, 1.37188, 1.51070], [-1.30892, -0.03754, 1.46606], [-0.36144, -1.12217, 1.73654], [-2.43304, -0.30898, 0.58655], [-2.02280, 0.15589, 2.85160], [0.07625, 1.06336, -0.01155], [-0.74783, 0.94340, -1.21216], [1.30883, 0.24762, 0.00240], [0.57851, 2.60568, -0.12539], [3.63811, -8.04788, -2.68793], [2.87966, -7.05366, -3.30637], [3.44554, -6.56933, -4.55809], [2.31889, -5.76740, -5.33705], [1.81037, -4.83221, -4.34725], [0.83799, -3.83398, -4.94193], [0.54465, -2.76423, -3.83449], [-0.05248, -3.34485, -2.65840], [-0.50698, -2.33463, -1.77361], [4.57580, -7.64215, -2.30819], [3.82522, -8.90236, -3.33827], [3.19268, -8.43017, -1.76948], [3.80453, -7.39058, -5.17840], [4.30277, -5.92150, -4.37490], [1.67531, -6.52836, -5.77847], [2.64064, -5.15241, -6.17751], [1.49538, -5.34672, -3.53720], [-0.11048, -4.34680, -5.10166], [1.10364, -3.31842, -5.86483], [-0.10025, -1.96011, -4.18889], [1.50165, -2.27458, -3.65422], [0.32912, -1.65612, -1.60424], [-1.01470, -2.60402, -0.84747], [-1.36746, -1.86913, -2.25423], [6.98334, 2.95444, -3.51567], [5.84115, 2.80624, -4.38279], [5.48747, 3.87890, -5.22678], [4.72656, 4.97643, -4.48116], [3.49987, 4.50366, -3.77749], [2.77331, 5.59105, -3.17181], [1.44664, 5.14166, -2.41841], [0.59360, 4.57162, -3.43101], [-0.71492, 4.39517, -2.91481], [7.07436, 2.00496, -2.98813], [6.75886, 3.76172, -2.81851], [7.91586, 3.06154, -4.06978], [4.86558, 3.52220, -6.04783], [6.33413, 4.36273, -5.71378], [4.35643, 5.72250, -5.18436], [5.34460, 5.46980, -3.73102], [2.75372, 4.31061, -4.43024], [2.58114, 6.25753, -4.01262], [3.41907, 6.16675, -2.50873], [0.92998, 5.94183, -1.88842], [1.56104, 4.35127, -1.67659], [-1.32071, 5.26338, -2.65528], [-0.71569, 3.65559, -2.11411], [-1.27180, 3.84082, -3.67025], [-1.65164, 2.69362, -6.26241], [-2.62939, 2.13396, -5.42225], [-2.30514, 0.78393, -5.13011], [-3.60159, 0.04545, -4.54931], [-4.27969, 0.89687, -3.60000], [-3.42214, 1.23812, -2.51063], [-4.24338, 1.83001, -1.31347], [-4.53940, 3.19833, -1.69736], [-5.49049, 3.82281, -0.81057], [-0.71020, 2.98833, -5.79882], [-2.00840, 3.65575, -6.63002], [-1.59167, 2.13863, -7.19863], [-1.52184, 0.74906, -4.37295], [-1.91969, 0.20269, -5.96778], [-3.32402, -0.87885, -4.04264], [-4.19813, -0.40008, -5.34539], [-4.23785, 1.81728, -4.01378], [-2.69547, 2.02068, -2.72891], [-2.90158, 0.38394, -2.07763], [-3.74650, 1.79223, -0.34404], [-5.19672, 1.30168, -1.30362], [-5.83986, 4.83045, -1.03569], [-5.23854, 3.79353, 0.24951], [-6.37921, 3.21516, -0.98100], [1.41673, 1.26025, -4.30962], [2.35121, 0.16652, -4.32461], [3.15171, 0.31017, -5.48854], [4.42382, -0.63145, -5.35575], [5.35944, -0.26327, -4.27906], [6.57586, -1.09619, -4.33071], [7.36520, -1.04105, -3.06602], [6.78456, -1.71174, -1.92141], [7.50699, -1.58395, -0.71298], [1.96947, 2.19071, -4.17993], [0.70272, 1.23009, -3.48660], [0.91436, 1.22394, -5.27627], [3.54323, 1.31333, -5.65731], [2.59862, -0.02379, -6.36642], [5.06333, -0.49266, -6.22745], [4.11681, -1.67509, -5.28736], [5.61893, 0.70536, -4.39949], [7.13887, -0.99957, -5.25903], [6.26485, -2.13036, -4.47861], [7.71322, -0.06013, -2.74232], [8.34710, -1.46167, -3.28295], [7.09566, -0.75225, -0.14100], [8.56270, -1.39073, -0.90335], [7.50326, -2.51448, -0.14535], [-3.74221, -2.31264, 3.32338], [-4.68495, -3.61434, 3.57936], [-3.80795, -4.86186, 3.93842], [-3.26037, -4.73656, 5.42628], [-4.39330, -4.63494, 6.48138], [-5.26716, -3.41597, 6.11832], [-5.67487, -3.41711, 4.74115], [-6.51747, -2.39020, 4.45149], [-6.61297, -3.55672, 6.91884], [-4.53377, -2.13713, 6.56791], [-5.46558, -3.86991, 2.26896], [-2.98936, -2.43584, 2.54481], [-3.17256, -1.86725, 4.13899], [-4.49098, -1.56967, 3.04875], [-4.16680, -5.84536, 3.63499], [-2.95356, -4.74255, 3.27218], [-2.57454, -3.89376, 5.51242], [-2.64373, -5.60508, 5.65767], [-3.92588, -4.48266, 7.45422], [-5.05235, -5.50308, 6.49102], [-7.09773, -4.49996, 6.66708], [-6.37582, -3.56274, 7.98271], [-7.42545, -2.87418, 6.66960], [-4.78451, -1.85973, 7.59177], [-3.44918, -2.12649, 6.46004], [-4.87233, -1.29377, 5.96606], [-4.89178, -4.40010, 1.50886], [-5.95767, -3.02710, 1.78356], [-6.29383, -4.50951, 2.57392], [-7.31612, -2.86558, 4.21114], [1.21585, 1.89563, 4.28154], [1.45508, 3.13237, 3.37682], [0.33987, 3.54421, 2.57101], [0.92318, 0.81488, 3.44845], [0.52546, 2.10254, 5.09926], [2.08882, 1.60546, 4.86619], [2.33441, 2.97417, 2.75242], [1.82635, 3.95433, 3.98889], [-0.03973, 2.76837, 2.15201], [0.37478, 1.14036, 2.73087], [-4.42556, 1.74371, 5.40230], [-5.16214, 2.56463, 4.39996], [-5.01453, 1.97343, 3.12872], [-3.06076, 2.05421, 5.52510], [-4.65656, 0.67898, 5.43508], [-4.89867, 2.18074, 6.28165], [-4.86095, 3.59941, 4.56310], [-6.22979, 2.58486, 4.61858], [-4.20624, 2.31115, 2.73602], [-2.72149, 1.79323, 4.66580], [4.34215, 3.19355, -0.75987], [4.24312, 2.28248, 0.44924], [5.28046, 1.28779, 0.47557], [3.88594, 2.49782, -1.92122], [5.32434, 3.65571, -0.85899], [3.63437, 4.00106, -0.57256], [3.23121, 1.88298, 0.38180], [4.36251, 2.84378, 1.37594], [5.11818, 0.70723, 1.22271], [3.94290, 3.11201, -2.65684], [-2.80557, 4.36365, 1.76797], [-2.03998, 4.52731, 0.41574], [-1.71726, 5.92165, 0.13372], [-2.87444, 2.97291, 1.98462], [-3.85612, 4.64047, 1.67956], [-2.25195, 4.97878, 2.47735], [-2.55564, 4.05570, -0.42079], [-1.08350, 4.01015, 0.49179], [-1.21716, 6.30410, 0.85844], [-2.07426, 2.48283, 1.78183], [1.51327, -3.01968, 3.85414], [0.40326, -3.87029, 4.47604], [0.65666, -5.25719, 4.37971], [1.62045, -3.28205, 2.46790], [2.40779, -3.15712, 4.46164], [1.14909, -2.00490, 4.01439], [-0.53319, -3.70170, 3.94433], [0.40542, -3.69823, 5.55238], [1.02795, -5.35185, 3.49949], [0.86112, -2.85382, 2.06587], [-0.17715, -0.76708, 6.59700], [-0.94242, 0.13278, 7.62392], [-0.99227, 1.54993, 7.27249], [-0.91068, -0.97754, 5.35907], [-0.07002, -1.72600, 7.10406], [0.81468, -0.45728, 6.26779], [-0.31010, 0.07792, 8.51006], [-1.92104, -0.24631, 7.91834], [-1.69090, 1.62379, 6.61821], [-0.37352, -0.60569, 4.65568]],
  "charge": 0,
  "e_lumo_ha": [-0.0307, -0.1814],
  "total_energy_ev": -135745.384,
  "spin_multiplicity": 2,
  "gap_ha": [0.246, 0.095]
}



(2)
{
  "formula": "C45H116N4O15",
  "method": "ωB97M-V/def2-TZVPD",
  "symbols": ["C", "O", "C", "C", "N", "C", "C", "O", "C", "H", "H", "H", "H", "H", "H", "H", "H", "H", "H", "H", "H", "H", "H", "H", "C", "O", "C", "C", "N", "C", "C", "O", "C", "H", "H", "H", "H", "H", "H", "H", "H", "H", "H", "H", "H", "H", "H", "H", "C", "O", "C", "C", "N", "C", "C", "O", "C", "H", "H", "H", "H", "H", "H", "H", "H", "H", "H", "H", "H", "H", "H", "H", "C", "O", "C", "C", "N", "C", "C", "O", "C", "H", "H", "H", "H", "H", "H", "H", "H", "H", "H", "H", "H", "H", "H", "H", "C", "C", "C", "O", "H", "H", "H", "H", "H", "H", "H", "H", "C", "C", "C", "O", "H", "H", "H", "H", "H", "H", "H", "H", "C", "C", "C", "O", "H", "H", "H", "H", "H", "H", "H", "H", "C", "C", "C", "O", "H", "H", "H", "H", "H", "H", "H", "H", "C", "C", "C", "O", "H", "H", "H", "H", "H", "H", "H", "H", "C", "C", "C", "O", "H", "H", "H", "H", "H", "H", "H", "H", "C", "C", "C", "O", "H", "H", "H", "H", "H", "H", "H", "H"],
  "coordinates": [[-7.22276, 5.02496, -11.93578], [-7.92252, 3.86445, -11.42184], [-8.04768, 2.85235, -12.35476], [-8.52976, 1.56629, -11.62999], [-7.62220, 1.19901, -10.56335], [-8.43633, 0.44293, -9.57078], [-7.55513, 0.11005, -8.33401], [-7.14172, 1.26343, -7.63572], [-6.54157, 1.02013, -6.40716], [-7.44384, 5.22171, -12.98484], [-6.17524, 4.83113, -11.70506], [-7.49957, 5.94071, -11.41339], [-7.19714, 2.57455, -12.97728], [-8.83463, 3.06266, -13.07903], [-8.64825, 0.78012, -12.37563], [-9.55477, 1.70219, -11.28505], [-7.33541, 2.05351, -10.10764], [-8.81133, -0.47120, -10.03104], [-9.28353, 1.00376, -9.17603], [-6.66429, -0.37093, -8.73792], [-8.06247, -0.57931, -7.65910], [-5.61241, 0.45026, -6.40955], [-7.29359, 0.57462, -5.75595], [-6.35568, 2.03116, -6.04470], [-12.10919, 0.18563, -15.00897], [-12.03600, 1.63951, -15.17767], [-13.24250, 2.40760, -15.11603], [-12.95733, 3.95000, -15.26314], [-12.33930, 4.18849, -16.60970], [-11.61761, 5.34689, -16.79664], [-10.20794, 5.19783, -16.31490], [-9.34700, 4.48873, -17.15298], [-9.12635, 4.94117, -18.48163], [-11.10245, -0.21698, -14.89728], [-12.41297, -0.24217, -15.96437], [-12.78334, -0.07677, -14.19363], [-13.78922, 2.24113, -14.18786], [-13.90519, 2.01004, -15.88473], [-12.25201, 4.17791, -14.46396], [-13.79478, 4.61424, -15.04971], [-11.70224, 3.40656, -16.66290], [-12.09701, 6.15549, -16.24488], [-11.58146, 5.66554, -17.83839], [-10.18070, 4.72126, -15.33499], [-9.75191, 6.17068, -16.13131], [-8.41018, 4.31417, -19.01272], [-8.65075, 5.91701, -18.38342], [-10.04045, 4.95004, -19.07531], [1.87110, -4.66848, -21.09826], [0.47015, -4.47642, -21.07169], [0.11592, -3.31123, -20.38188], [-1.33968, -3.28617, -20.10715], [-1.81108, -1.98644, -19.57915], [-3.28776, -2.07266, -19.40577], [-3.82161, -0.78320, -18.70789], [-4.08519, 0.29512, -19.63252], [-4.87839, 1.28711, -19.04158], [2.23924, -4.77391, -20.07775], [2.38638, -3.91297, -21.69138], [2.09041, -5.61465, -21.59301], [0.33483, -2.40668, -20.94931], [0.60925, -3.18670, -19.41791], [-1.59222, -4.10510, -19.43359], [-1.82812, -3.41944, -21.07242], [-1.72225, -1.28740, -20.30271], [-3.57152, -2.94832, -18.82201], [-3.69544, -2.17074, -20.41190], [-3.30563, -0.43775, -17.81205], [-4.81431, -1.10399, -18.39207], [-4.32699, 1.88275, -18.31407], [-5.76004, 0.86638, -18.55808], [-5.20400, 1.94357, -19.84851], [-8.43114, -1.65620, -14.34580], [-8.41077, -0.31199, -14.62498], [-8.40130, 0.01873, -16.04613], [-8.14136, 1.52951, -16.31841], [-6.80313, 1.93278, -15.89740], [-6.59927, 3.36240, -15.92226], [-5.12589, 3.53735, -15.37970], [-5.06485, 3.58620, -13.93161], [-3.72905, 3.85132, -13.40841], [-9.21309, -2.20652, -14.86905], [-8.56988, -1.79944, -13.27420], [-7.51060, -2.07449, -14.75293], [-9.39169, -0.25038, -16.41328], [-7.67765, -0.53031, -16.64862], [-8.93874, 2.05525, -15.79318], [-8.17388, 1.70930, -17.39299], [-6.68886, 1.52555, -14.98024], [-7.22710, 3.90510, -15.21559], [-6.67311, 3.66768, -16.96603], [-4.59279, 4.38177, -15.81655], [-4.54707, 2.71448, -15.79917], [-3.11586, 2.95140, -13.45591], [-3.79749, 4.15001, -12.36236], [-3.20406, 4.69584, -13.85481], [-12.17398, -3.66559, -14.54277], [-13.25677, -4.35866, -13.70519], [-14.00011, -5.39891, -14.59410], [-12.66276, -5.09767, -12.61178], [-12.51597, -2.88926, -15.22720], [-11.54567, -4.37595, -15.08009], [-11.54647, -3.02871, -13.91931], [-13.92506, -3.57965, -13.33827], [-13.37435, -6.20594, -14.97518], [-14.34246, -4.87243, -15.48501], [-14.85317, -5.83600, -14.07512], [-12.34907, -5.94730, -12.93009], [-2.62334, 2.88874, -8.64951], [-3.53722, 4.13452, -8.83814], [-5.01560, 3.73723, -9.17259], [-3.46029, 4.86006, -7.67022], [-1.57366, 3.18168, -8.67066], [-2.70989, 2.27173, -9.54388], [-2.72258, 2.31621, -7.72731], [-3.21482, 4.69161, -9.71779], [-5.10298, 3.20315, -10.11877], [-5.76740, 4.52581, -9.20507], [-5.30748, 3.01260, -8.41246], [-3.91299, 4.42201, -6.94581], [-4.57352, -5.46198, -15.60287], [-5.48750, -4.76839, -16.55795], [-5.52524, -3.20892, -16.33608], [-4.96862, -4.90256, -17.87311], [-4.43367, -6.51132, -15.86252], [-5.00806, -5.48720, -14.60355], [-3.57439, -5.02788, -15.64048], [-6.49484, -5.16999, -16.44812], [-5.87613, -3.02650, -15.32036], [-6.19839, -2.82352, -17.10188], [-4.57146, -2.68280, -16.37586], [-4.96571, -5.81679, -18.16598], [-0.86047, 4.76185, -16.20977], [-0.61460, 3.88077, -17.39643], [-1.78640, 2.97216, -17.72421], [-0.42210, 4.80647, -18.47188], [-0.85166, 4.23677, -15.25462], [-1.70459, 5.45064, -16.24341], [-0.07543, 5.51071, -16.10471], [0.34933, 3.40204, -17.22386], [-2.74051, 3.47126, -17.89355], [-1.89187, 2.31818, -16.85861], [-1.51181, 2.28012, -18.52033], [-1.16690, 5.41139, -18.50241], [-6.03419, 6.66351, -15.62984], [-6.43103, 8.09914, -16.14744], [-7.78372, 8.41836, -15.58688], [-5.49231, 9.02278, -15.59080], [-6.01781, 6.55837, -14.54505], [-5.07652, 6.46280, -16.11015], [-6.78306, 5.99744, -16.05838], [-6.39807, 8.21087, -17.23119], [-8.59718, 7.79965, -15.96578], [-7.99397, 9.42765, -15.94072], [-7.82942, 8.38642, -14.49831], [-5.51428, 9.84204, -16.09073], [-3.19636, 0.63536, -11.97988], [-4.54287, 0.17436, -12.49425], [-4.51299, -0.99345, -13.51700], [-5.27201, -0.27136, -11.35320], [-2.56227, 0.87009, -12.83482], [-2.60873, -0.02933, -11.34664], [-3.35138, 1.62211, -11.54356], [-4.96870, 1.05911, -12.96751], [-4.31090, -1.95501, -13.04512], [-3.78691, -0.85474, -14.31804], [-5.52553, -1.18500, -13.87222], [-5.84638, 0.46563, -11.13290], [-12.95409, 1.04879, -18.72462], [-12.45344, -0.29898, -19.29547], [-10.98138, -0.55918, -18.85388], [-13.22434, -1.38821, -18.88970], [-13.47194, 0.90117, -17.77693], [-13.71529, 1.35084, -19.44394], [-12.16731, 1.80278, -18.74874], [-12.46835, -0.21964, -20.38247], [-10.55097, -1.52017, -19.13556], [-10.81808, -0.42992, -17.78397], [-10.31126, 0.17789, -19.29633], [-14.08378, -1.20650, -19.27692]],
  "charge": 1,
  "e_lumo_ha": [-0.0909, -0.2892],
  "total_energy_ev": -85201.991,
  "spin_multiplicity": 2,
  "gap_ha": [0.278, 0.080]
}